ORCA calculation (the ωB97M-V functional and the def2-TZVPD basis) on a structure of composition C29H38BF3MoN7O3S6.

```
88
Properties=species:S:1:pos:R:3:forces:R:3:mulliken_spin:R:1
Mo 0.44038 -0.96639 -0.68413 -0.17 0.33 -0.36 2.000
C 3.89989 1.79294 4.74057 0.01 0.01 0.01 0.002
C 3.62461 0.96492 3.48853 -0.03 0.00 -0.01 0.000
C 4.54959 1.44900 2.37345 0.00 -0.01 -0.01 0.005
C 3.83465 -0.51053 3.82309 0.02 -0.01 0.00 0.004
N 2.19194 1.17920 3.07624 -0.01 -0.02 0.00 0.002
C 1.30033 1.98958 3.75661 0.01 0.04 0.01 0.001
C 0.12262 1.92770 3.11417 -0.01 -0.03 0.01 0.004
N 0.27159 1.07487 2.03451 0.06 0.02 -0.01 0.009
B -0.92023 0.80542 1.10996 -0.05 0.16 0.03 -0.085
N -1.32713 2.04701 0.29837 0.02 -0.06 -0.05 -0.016
C -2.40515 2.90774 0.31697 -0.01 0.05 0.01 0.001
C -2.34061 3.67160 -0.79084 0.04 0.02 0.05 -0.002
N -1.22395 3.27667 -1.51016 -0.06 0.00 -0.05 0.005
C -0.62017 2.28624 -0.82833 -0.06 -0.04 -0.02 -0.003
S 0.85375 1.47174 -1.23118 0.03 -0.10 0.06 -0.033
C -0.86819 3.77759 -2.88474 0.07 0.00 0.05 0.003
C 0.53832 4.37271 -2.86124 -0.01 0.01 0.00 -0.001
C -0.98215 2.61394 -3.86991 0.03 0.01 0.00 0.002
C -1.85675 4.87023 -3.27499 -0.01 0.01 -0.03 0.000
N -2.04300 0.03537 1.80051 0.01 -0.06 -0.08 0.000
C -3.28340 0.37606 2.30503 -0.01 0.02 0.04 0.004
C -3.89920 -0.76133 2.67709 -0.02 0.00 0.00 -0.003
N -3.04928 -1.81724 2.39078 0.00 0.01 0.02 0.000
C -1.91384 -1.31222 1.86916 0.05 -0.03 0.01 0.010
S -0.47240 -2.16370 1.44828 -0.05 0.02 -0.11 0.022
C -3.39229 -3.27291 2.56830 0.00 0.04 -0.01 -0.003
C -2.41092 -3.90520 3.55132 0.00 -0.02 0.00 -0.002
C -4.80131 -3.37315 3.14354 -0.01 -0.01 -0.01 0.001
C -3.36226 -3.94833 1.19814 0.01 -0.02 0.00 0.002
C 1.54450 0.62440 2.02291 -0.04 0.00 0.02 0.028
S 2.24857 -0.47976 0.90122 0.00 -0.01 -0.07 -0.008
H 4.93911 1.63120 5.02147 0.00 0.00 0.00 0.000
H 3.28077 1.48394 5.58364 0.00 0.00 -0.01 0.000
H 3.77103 2.86159 4.56386 0.00 0.00 0.00 0.000
H 5.58175 1.34868 2.70924 0.00 0.00 0.00 0.001
H 4.36296 2.50075 2.15106 0.00 0.00 0.01 0.001
H 4.43546 0.87335 1.45882 -0.01 -0.01 0.00 -0.001
H 4.85740 -0.64619 4.17503 0.00 0.00 0.00 0.000
H 3.68530 -1.15760 2.96256 0.01 0.01 0.01 0.001
H 3.15546 -0.82250 4.61793 0.00 0.01 0.00 0.001
H 1.57257 2.54073 4.63482 0.00 0.00 -0.01 0.001
H -0.81080 2.41517 3.33573 0.01 0.00 -0.01 0.001
H -0.72469 0.07189 0.16863 0.06 -0.10 0.14 0.015
H -3.12529 2.93949 1.11140 -0.01 -0.03 0.00 0.000
H -2.98788 4.46328 -1.11363 0.00 -0.02 0.00 0.000
H 1.29751 3.62954 -2.63031 -0.01 -0.01 0.00 0.002
H 0.60369 5.18417 -2.13472 -0.01 -0.01 0.00 0.000
H 0.75822 4.78161 -3.84759 0.01 0.00 0.01 0.000
H -0.26459 1.82672 -3.64465 -0.01 0.00 -0.01 -0.003
H -0.77464 2.98374 -4.87448 -0.01 -0.01 0.00 0.000
H -1.98909 2.19280 -3.85795 0.00 0.01 0.01 0.000
H -1.83747 5.70968 -2.57835 0.01 -0.01 -0.01 0.000
H -2.87533 4.49058 -3.36398 0.00 0.01 0.01 0.000
H -1.56084 5.24878 -4.25197 -0.02 0.00 0.00 0.000
H -3.63661 1.38606 2.38549 0.02 0.00 -0.02 0.000
H -4.86797 -0.90068 3.11518 0.01 0.00 0.00 0.000
H -2.44436 -3.39095 4.51320 0.00 0.00 -0.01 0.000
H -1.39020 -3.89279 3.17773 0.00 0.00 0.00 -0.001
H -2.69881 -4.94443 3.71055 0.00 0.00 0.01 0.000
H -4.87928 -2.90965 4.12810 0.01 0.00 0.00 0.000
H -5.03721 -4.42971 3.25854 0.00 0.00 0.01 0.000
H -5.54892 -2.94277 2.47607 0.01 0.00 0.00 0.000
H -2.37608 -3.90835 0.74020 -0.01 0.00 0.01 -0.002
H -4.08085 -3.47814 0.52469 0.00 0.00 0.01 0.000
H -3.64168 -4.99521 1.31899 0.00 0.00 -0.01 0.000
S -1.95547 -1.13031 -1.64081 0.05 0.02 0.09 0.026
C -1.00247 -1.03612 -3.05977 -0.18 -0.18 0.00 0.035
N 0.27444 -0.85459 -2.86064 0.08 -0.04 0.22 -0.072
C 1.01138 -0.79754 -4.03726 0.06 0.01 -0.04 0.032
C 2.38034 -0.58229 -4.15855 -0.05 -0.01 -0.01 -0.007
C 2.92003 -0.54690 -5.42932 0.01 0.00 0.01 0.005
C 2.12033 -0.72214 -6.56178 0.02 0.00 -0.01 -0.001
C 0.75968 -0.93520 -6.44760 -0.03 0.00 0.02 0.003
C 0.21065 -0.96963 -5.17127 0.05 0.01 0.01 -0.004
S -1.45846 -1.21441 -4.71154 0.04 0.10 -0.03 0.009
H 2.99601 -0.46717 -3.27741 0.00 0.00 0.01 0.006
H 3.98318 -0.38856 -5.55022 0.00 0.00 0.00 0.000
H 2.57334 -0.69643 -7.54355 0.00 0.00 0.00 0.000
H 0.14252 -1.07526 -7.32482 0.00 0.00 0.00 0.000
F 1.95238 -5.74656 -0.46937 0.00 -0.01 0.00 0.001
C 2.40769 -4.50406 -0.39075 -0.04 -0.02 -0.03 0.003
F 3.71935 -4.49696 -0.58227 0.03 0.00 -0.01 0.000
F 2.14252 -4.01757 0.82285 -0.01 0.02 0.01 0.002
S 1.58029 -3.46514 -1.66472 -0.03 -0.04 0.09 0.000
O 2.13680 -2.10012 -1.37070 0.09 0.06 0.05 -0.012
O 1.92854 -4.00918 -2.92700 0.01 -0.01 -0.04 0.006
O 0.17977 -3.39278 -1.26203 0.00 -0.08 0.02 0.007
```
Forces are in eV/Å.

Properties
<S²>: 2.019
Net charge: +1
Energy: -122960.728 eV
HOMO energy (alpha / beta): -10.374 / -10.487 eV
2S+1: 3

ORCA calculation (the ωB97M-V functional and the def2-TZVPD basis) on a structure of composition C29H38CaN4O2P2.

```
76
Properties=species:S:1:pos:R:3:forces:R:3:mulliken_charge:R:1
Ca -0.27161 1.89723 -1.83354 0.72 0.01 -0.20 1.437
C -1.90070 1.94488 -4.42226 -0.44 -1.26 0.27 -0.419
C -2.00911 0.64430 -4.04982 -0.54 -0.08 -0.69 -0.389
C -1.21993 -0.49189 -4.70817 -0.78 -0.03 0.52 -0.766
C 0.23095 -0.10939 -4.99161 0.45 -0.77 -0.26 -1.285
C 0.91602 0.69683 -3.90688 -0.11 -2.01 0.33 -0.283
C 0.96168 2.05266 -3.94463 -0.08 2.79 -0.93 -1.311
C 0.40176 2.82699 -5.14499 -0.06 0.60 0.07 -0.745
C -1.05330 2.39593 -5.54591 1.00 0.91 -1.15 -0.993
C 0.90085 0.74877 4.79542 0.96 0.56 -0.48 -0.984
H -2.56799 2.69918 -4.01740 -0.04 -0.11 0.09 0.467
H -2.83983 0.28944 -3.40241 0.72 0.60 -0.25 0.800
H -1.72023 -0.84029 -5.65233 0.23 0.27 0.67 0.277
H -1.27456 -1.34503 -3.98934 0.21 0.44 -0.57 0.274
H 0.77352 -1.04927 -5.13246 0.11 -0.04 0.08 0.481
H 0.27840 0.34829 -5.99059 0.25 0.11 0.53 0.420
H 1.51215 0.13264 -3.18684 0.13 0.05 -0.20 0.766
H 1.61378 2.64835 -3.27893 0.21 -0.40 -0.42 0.819
H 1.01535 2.77310 -6.09243 -0.21 -0.06 0.84 0.264
H 0.37523 3.90927 -4.86091 0.04 -0.75 -0.28 0.312
H -1.52393 3.27317 -6.00902 0.00 -0.04 0.13 0.444
H -0.98830 1.68080 -6.38562 -0.26 0.10 0.63 0.391
H 1.19393 1.41204 5.61445 -0.83 0.55 -0.15 0.472
H 1.14046 1.18906 3.82955 1.44 0.02 0.31 -0.117
H 1.52986 -0.10853 5.08933 -0.78 -0.31 -0.90 0.444
P 1.71596 -0.49114 1.43228 0.47 1.58 -0.01 0.266
P -1.37008 -0.97916 1.45688 -0.47 3.03 0.09 -0.291
N 2.70605 0.80722 0.75435 1.03 0.74 -0.46 0.524
N 2.98144 -1.63772 1.79303 0.32 -1.76 -0.08 0.476
N -2.13975 0.45575 0.52392 1.30 -2.63 0.67 0.318
N -2.82051 -1.81009 1.71475 -1.68 -1.63 -0.09 0.570
C 0.94276 -1.05278 -0.17299 0.10 -0.04 -0.04 0.280
C -0.40242 -1.75339 0.10905 -0.49 -0.61 -0.66 -1.340
C 2.74442 2.13858 1.22160 1.38 -0.37 -1.10 -0.488
C 3.66323 2.85848 0.44238 -0.88 -1.81 0.11 -0.632
C 4.20873 1.93876 -0.54193 -0.78 0.15 0.95 -0.768
C 3.63094 0.71025 -0.30347 -0.47 0.83 0.54 -0.368
C 3.89664 -1.50702 2.86241 -0.30 -1.28 -0.96 -0.572
C 4.60124 -2.70324 2.99160 -1.18 0.55 -0.94 -0.576
C 4.08618 -3.62990 1.99213 -0.57 1.01 0.35 -0.604
C 3.06531 -2.96956 1.30875 0.96 0.31 0.50 -0.366
C -2.45164 1.71520 1.02799 -0.99 -0.31 0.22 -0.699
C -2.69909 2.53321 -0.04679 -0.14 0.32 -0.21 -0.908
C -2.50983 1.81430 -1.26303 -1.05 0.25 0.73 -0.682
C -2.09846 0.50772 -0.88825 0.49 -0.98 -0.75 -0.419
C -3.90474 -2.06972 0.84540 -0.27 -0.75 0.99 -0.228
C -4.80090 -2.92478 1.49130 1.11 0.62 0.07 -0.558
C -4.26359 -3.19872 2.81315 1.24 1.10 -0.89 -0.602
C -3.05606 -2.50212 2.92822 -1.47 -0.42 -1.44 -0.265
H 1.65829 -1.70663 -0.67687 -0.20 -0.21 -0.10 1.063
H 0.83113 -0.21247 -0.92331 -0.02 -0.62 1.15 -1.428
H -1.01378 -1.87987 -0.77934 0.21 0.13 -0.38 0.634
H -0.23341 -2.77830 0.44345 0.15 -0.09 0.26 0.475
H 2.28598 2.38506 2.16177 -0.39 0.17 -0.11 0.316
H 3.94559 3.88408 0.56492 -0.03 0.24 0.11 0.470
H 4.94326 2.19819 -1.29901 -0.20 -0.26 0.20 0.449
H 3.82211 -0.23953 -0.75505 -0.03 -0.28 -0.25 0.498
H 3.92632 -0.57694 3.40960 0.17 -0.07 -0.03 0.454
H 5.37435 -2.90490 3.71830 -0.05 0.06 -0.10 0.422
H 4.42233 -4.66572 1.85557 -0.32 0.67 -0.02 0.405
H 2.40772 -3.33419 0.50663 0.49 0.33 0.56 0.324
H -2.88023 1.73297 2.04142 0.91 0.54 -0.54 0.457
H -3.04598 3.55506 -0.01465 -0.09 0.00 0.25 0.492
H -2.73846 2.12910 -2.26245 -0.34 0.16 0.26 0.669
H -2.12145 -0.40854 -1.50789 -0.38 0.65 0.66 -0.104
H -3.95869 -1.60304 -0.14037 0.12 -0.18 0.49 0.285
H -5.73576 -3.32593 1.08228 0.55 0.35 0.19 0.411
H -4.70792 -3.82896 3.56282 -0.01 0.03 0.10 0.438
H -2.34914 -2.41871 3.73099 0.06 0.01 0.10 0.210
C -0.88393 -0.77716 6.10847 0.88 -1.65 0.57 -0.874
O -1.40871 -0.02764 5.07744 -0.87 0.05 0.33 -0.295
C -0.54329 0.65629 4.40719 -1.25 2.02 -3.42 0.934
O -0.97398 1.22278 3.37942 1.68 -0.76 2.66 -0.530
H -1.67251 -0.82944 6.82865 -0.17 -0.53 0.65 0.280
H 0.03535 -0.36459 6.53838 -0.51 0.15 0.16 0.420
H -0.58546 -1.74968 5.66627 -0.38 0.10 0.70 0.285
```
Forces are in eV/Å.

Properties
Energy: -77753.896 eV
HOMO energy (alpha / beta): -4.332 / -3.887 eV
2S+1: 1

ORCA calculation (the ωB97M-V functional and the def2-TZVPD basis) on a structure of composition C29H38FGeN3O3SV.

```
77
Properties=species:S:1:pos:R:3:forces:R:3:mulliken_spin:R:1
V 1.22792 0.00746 0.08268 -0.22 -1.14 -0.93 1.595
C -2.46654 -3.87384 -0.29673 -1.82 -0.21 0.82 -0.001
C -3.15798 -2.66907 -0.85755 -0.49 1.31 -1.43 0.000
C -2.85402 -1.35951 -0.07938 0.23 -0.17 -1.64 0.000
C -3.23883 -0.01263 -0.77926 1.26 -0.08 -1.42 0.000
Ge -2.57723 1.54737 0.16111 1.27 -0.15 0.98 0.000
C -2.99426 1.79846 2.05495 -1.00 0.14 -0.55 0.001
C -4.39216 1.23168 2.35642 -0.24 1.26 -0.55 0.000
C -4.99756 1.85129 3.62305 0.02 -1.91 0.61 0.000
C -6.42085 1.31792 3.93760 -0.02 1.12 -0.39 0.000
H -2.60351 -4.73688 -0.94867 -0.20 -0.11 0.20 0.000
H -2.94714 -4.03818 0.70835 0.95 -0.33 -0.77 0.000
H -1.43429 -3.68449 -0.24748 1.47 0.14 0.52 0.000
H -4.22827 -2.87125 -0.97760 -0.11 0.22 0.46 0.000
H -2.86781 -2.49526 -1.89533 0.38 -0.04 -0.17 0.000
H -1.77213 -1.37685 0.09003 -0.19 0.18 0.18 0.004
H -3.36528 -1.46059 0.83550 -0.43 0.24 1.49 0.000
H -4.31209 0.18337 -0.85872 -0.01 -0.43 -0.33 0.000
H -2.72377 0.09440 -1.83573 -1.22 -0.43 1.82 0.000
H -2.56930 2.94096 -0.50136 -0.20 -0.24 -0.27 0.000
H -3.03625 2.87801 2.17855 0.13 0.23 0.12 0.000
H -2.28526 1.39923 2.74806 0.72 -0.33 0.21 0.000
H -4.31945 0.15812 2.41645 -0.18 -0.48 0.10 0.000
H -5.03391 1.49824 1.48407 -0.05 -0.37 0.50 0.000
H -5.02437 2.90055 3.53832 -0.02 1.44 -0.26 0.000
H -4.29317 1.63863 4.45100 -0.38 -0.02 -0.19 0.000
H -7.11775 1.73957 3.15871 0.54 -0.72 0.61 0.000
H -6.81776 1.70311 4.91256 0.50 -0.60 -0.70 0.000
H -6.39171 0.22315 3.88986 -0.39 0.25 0.19 0.000
F -0.75327 1.26947 0.22357 -0.18 -0.07 -0.33 -0.005
C 4.43136 1.15354 -1.51810 -1.90 0.28 -0.21 0.006
C 4.97712 -0.05585 -0.78920 -0.98 0.74 -0.16 -0.063
C 6.33541 -0.23604 -0.68217 0.80 -0.10 1.55 0.048
C 6.85647 -1.27639 0.12399 0.35 -0.79 -1.07 -0.083
C 6.00963 -2.26518 0.64611 -0.49 1.56 0.14 0.050
C 4.60232 -2.03762 0.55829 0.83 -1.49 1.79 -0.081
C 3.68940 -2.97475 1.36247 0.42 -0.69 0.04 -0.005
C 4.08570 -0.90734 -0.07997 0.94 -0.56 -0.81 0.044
N 2.74891 -0.65647 -0.05584 -0.81 0.83 0.50 -0.477
H 5.07089 2.01066 -1.31049 -0.23 0.18 0.08 -0.002
H 3.31147 1.36221 -1.26607 2.20 -0.20 -0.08 0.011
H 4.38229 1.06854 -2.62036 0.34 -0.37 0.42 -0.004
H 7.01690 0.57884 -0.95508 -0.29 -0.49 -0.44 0.001
H 7.96119 -1.39303 0.19217 -0.95 0.20 0.18 -0.004
H 6.42925 -3.04589 1.30430 -0.47 0.31 -0.64 0.001
H 4.25101 -3.73138 2.00809 -0.52 1.44 -0.62 -0.001
H 3.10964 -3.62227 0.70872 -0.14 0.06 -0.39 -0.003
H 2.92303 -2.42234 1.92375 0.42 -0.11 0.11 -0.001
C 2.54142 3.75427 2.91196 1.27 -0.38 1.07 0.008
C 3.04272 2.45345 3.09367 -1.08 2.59 0.88 -0.005
C 2.59629 1.48919 2.26533 1.22 -0.54 0.79 0.020
N 1.80747 1.72512 1.28034 -1.99 0.87 -3.03 -0.034
C 1.39016 3.00139 1.00801 0.68 -2.51 0.25 0.022
C 1.77411 4.02701 1.82102 -0.94 -0.04 -1.11 -0.002
H 2.76560 4.55374 3.61326 0.14 -0.20 -0.05 0.000
H 3.56716 2.19240 3.97035 0.82 -0.14 0.67 0.000
H 2.94533 0.50713 2.42111 0.08 -1.23 -0.02 -0.007
H 0.74139 3.05946 0.15010 -0.06 0.37 -0.04 -0.006
H 1.37257 4.96572 1.52963 0.01 0.99 0.35 0.000
S -1.46712 -1.28794 3.71939 -0.41 -0.07 0.40 0.031
C -0.41950 -0.99221 2.55626 1.74 0.31 -1.80 0.046
N 0.37391 -0.79330 1.68477 -1.29 -0.34 1.65 -0.051
O 0.66753 1.53688 -4.33054 0.61 1.22 2.52 0.001
C 0.00439 0.41283 -4.57701 -0.32 0.28 -1.83 -0.001
C -0.58030 0.29238 -5.89726 0.40 -2.00 2.22 -0.001
C -1.22842 -0.90297 -6.17826 0.65 -0.11 2.40 0.001
C -1.33597 -1.98396 -5.20780 0.52 2.14 -1.21 0.000
C -0.72837 -1.81968 -3.99894 0.01 -0.51 0.63 0.000
C -0.07765 -0.61750 -3.67005 -0.21 -0.15 0.76 -0.011
C 0.39729 -0.42457 -2.28357 -0.25 -1.53 0.03 -0.008
O 0.27679 -1.33165 -1.42832 -0.22 -0.18 0.67 -0.034
O 0.93679 0.64389 -1.87617 0.65 2.21 -0.23 0.002
H 0.88502 1.61691 -3.29535 -0.50 -0.72 -2.56 0.000
H -0.38876 1.06674 -6.59368 -0.15 0.59 -0.59 0.000
H -1.67466 -1.02972 -7.10887 -0.70 -0.25 -1.56 0.000
H -1.89406 -2.85143 -5.46464 -0.19 -0.62 -0.13 0.000
H -0.71505 -2.61525 -3.23837 -0.17 0.46 -0.40 0.000
```
Forces are in eV/Å.

Properties
<S²>: 0.976
Energy: -137061.587 eV
HOMO energy (alpha / beta): -8.008 / -8.091 eV
2S+1: 2

It is found that the ΔE to the lowest compared entry with this formula, charge and spin values, taken in the order of the records, are 20.99 151.68 20.50 kcal/mol.